1.
Here is 4 unconnected molecules or ions with the total composition C23H32NO10 at a distorted geometry from the Open Molecules 2025 dataset. Energies are from wB97M-V/def2-TZVPD.

As for the multiplicity: 1. As for the charge: +1. The calculation puts the LUMO energy at -4.38 eV. As for the frontier orbital gap: 7.205 eV. The electronic energy is -1701.9497 hartree.

Geometry (Å):
C (1.59067, 1.01959, 1.62413)
C (0.97632, 0.60944, 0.33228)
C (-0.61177, 0.50081, -0.02561)
C (-1.41020, 1.91648, -0.19598)
C (-2.66846, 2.15761, 0.87955)
C (-3.57556, 3.52008, 0.82664)
C (-3.22885, 4.63136, -0.33101)
C (-1.97262, 4.30044, -1.33345)
N (-1.13824, 3.00845, -1.20558)
C (0.01783, 2.88026, -2.17947)
C (1.47574, 3.49576, -1.35177)
C (1.13748, 4.50851, 0.00662)
O (1.71006, 5.02892, -1.45117)
H (1.13993, 1.76141, 2.41072)
H (2.68452, 0.58559, 1.82992)
H (1.73795, 0.34162, -0.54645)
H (-0.71195, -0.15438, -1.01763)
H (-1.10229, -0.17764, 0.82423)
H (-2.87634, 1.32088, 1.70490)
H (-4.42910, 3.67994, 1.61044)
H (-3.81383, 5.63260, -0.48200)
H (-1.68767, 5.11755, -2.15146)
H (0.26080, 1.77407, -2.47678)
H (-0.11423, 3.59315, -3.11876)
H (2.45755, 2.71590, -1.26957)
H (1.69019, 5.45720, 0.35373)
H (1.89685, 3.80500, 0.60699)
C (-0.02389, -4.44956, -2.50613)
C (-0.97434, -4.56827, -1.33230)
C (-2.42287, -4.54174, -1.71545)
O (-3.03633, -4.07406, -0.52728)
C (-2.10279, -3.30647, 0.11077)
O (-2.33253, -2.59403, 1.07417)
O (-0.87524, -3.43995, -0.47798)
H (0.98594, -4.20417, -2.16061)
H (0.01417, -5.38437, -3.07366)
H (-0.32722, -3.64595, -3.18564)
H (-0.72741, -5.45720, -0.73884)
H (-2.80519, -5.52911, -1.98807)
H (-2.65056, -3.83358, -2.52010)
C (3.75305, -0.02911, -3.97770)
C (3.50779, -1.38553, -3.34895)
C (4.71509, -2.27294, -3.32311)
O (4.13422, -3.56421, -3.27809)
C (2.91814, -3.46021, -3.89300)
O (2.21379, -4.40774, -4.20051)
O (2.59689, -2.15041, -4.12225)
H (2.80370, 0.46261, -4.21498)
H (4.32627, 0.61538, -3.30431)
H (4.30391, -0.11967, -4.91998)
H (3.07310, -1.26193, -2.34939)
H (5.34709, -2.09990, -2.44788)
H (5.32869, -2.20478, -4.22846)
C (-0.68365, -0.83297, 6.41163)
C (-1.61041, 0.32511, 6.10289)
C (-2.60443, 0.03834, 5.01872)
O (-2.89422, 1.33603, 4.53001)
C (-1.77946, 2.09185, 4.76200)
O (-1.59560, 3.21143, 4.31340)
O (-0.89364, 1.42345, 5.56192)
H (0.17561, -0.49244, 6.99905)
H (-1.20754, -1.61360, 6.97160)
H (-0.28118, -1.27741, 5.49510)
H (-2.10015, 0.66835, 7.02252)
H (-3.50938, -0.44719, 5.39385)
H (-2.19424, -0.55470, 4.19359)

Atoms 1-3, force components in eV/Å:
-0.72 -1.17 -3.54
1.88 1.33 2.69
0.54 -0.04 -0.42

=====

2.
Here is 19 unconnected molecules or ions with the total composition C39H56BCl54NO6P at a distorted geometry from the Open Molecules 2025 dataset. Energies are from wB97M-V/def2-TZVPD.

As for the multiplicity: 1. As for the charge: -1. The calculation puts the LUMO energy at 1.43 eV. The energy above the lowest of the compared OMol25 structures with the same formula, charge and spin comes out at 0.0 kJ/mol. As for the frontier orbital gap: 5.101 eV. The electronic energy is -27242.4587 hartree.

Geometry (Å):
C (-4.95023, -1.52450, -2.04643)
N (-4.41789, -2.74644, -1.47264)
C (-3.56691, -3.49724, -2.44755)
B (-1.96890, -3.47511, -1.92758)
P (-1.79344, -4.92615, -0.56456)
O (-2.77670, -4.50402, 0.73791)
O (-2.52081, -6.33488, -1.19600)
O (-1.83065, -2.26166, -1.10029)
C (-1.02595, -1.38702, -1.85798)
C (0.16738, -1.11504, -0.93350)
C (-0.26590, -0.37525, 0.33668)
C (-1.22749, 0.78832, 0.12770)
C (-1.95640, 1.14980, 1.45725)
C (-3.48856, 0.99507, 1.32310)
C (-4.12250, 0.16851, 2.47497)
C (-4.39863, -1.29009, 2.06614)
C (-4.10663, -2.28630, 3.18932)
O (-2.89184, -2.01749, 3.87825)
C (-1.77661, -2.55997, 3.19041)
C (-0.70574, -2.07480, -3.20957)
O (-1.68983, -1.81906, -4.23374)
C (0.63721, -1.70371, -3.85417)
C (0.87136, -0.20240, -3.83715)
C (-0.08990, 0.73170, -4.23739)
C (0.15667, 2.09758, -4.16203)
C (1.36446, 2.60411, -3.67224)
C (1.54463, 4.09663, -3.57382)
C (2.32920, 1.68037, -3.30311)
C (2.08447, 0.30629, -3.38533)
O (-0.89181, -3.44081, -2.91346)
H (-5.35798, -1.63513, -3.06311)
H (-5.70346, -1.10039, -1.37542)
H (-4.14226, -0.78436, -2.06570)
H (-5.20310, -3.34045, -1.24683)
H (-3.98268, -4.51995, -2.44974)
H (-3.72836, -3.03121, -3.42843)
H (-3.43349, -5.19244, 0.89649)
H (-2.61389, -6.16611, -2.14294)
H (-1.51110, -0.44732, -2.14832)
H (1.01726, -0.63162, -1.41343)
H (0.52291, -2.10348, -0.62537)
H (0.64094, 0.05485, 0.78094)
H (-0.68061, -1.07069, 1.06044)
H (-2.00885, 0.57990, -0.59707)
H (-0.69273, 1.66760, -0.24368)
H (-1.63398, 0.48814, 2.26137)
H (-1.73862, 2.19326, 1.67701)
H (-3.76101, 0.48526, 0.39683)
H (-3.97498, 1.97404, 1.30748)
H (-3.48994, 0.23814, 3.35723)
H (-5.08658, 0.64217, 2.69342)
H (-5.43574, -1.43386, 1.76795)
H (-3.78152, -1.55342, 1.20134)
H (-4.89874, -2.24431, 3.94047)
H (-4.06780, -3.32217, 2.83357)
H (-1.64257, -3.62222, 3.40219)
H (-1.86755, -2.39214, 2.11675)
H (-0.88651, -2.02267, 3.51683)
H (-1.66446, -2.61184, -4.77712)
H (1.47457, -2.23541, -3.40423)
H (0.57327, -1.97478, -4.91117)
H (-1.06330, 0.44517, -4.61610)
H (-0.62826, 2.77998, -4.46957)
H (2.38360, 4.39702, -2.94729)
H (0.65387, 4.50445, -3.08663)
H (1.57441, 4.56763, -4.55668)
H (3.27043, 2.06042, -2.91952)
H (2.85603, -0.37301, -3.05185)
C (1.33622, -0.68588, 5.54007)
Cl (2.05380, -2.29068, 5.67678)
Cl (2.33495, 0.52789, 6.35347)
Cl (1.10549, -0.23488, 3.85803)
H (0.36537, -0.70585, 6.01939)
C (4.57098, 6.36898, -1.82536)
Cl (5.19017, 6.29408, -3.47694)
Cl (3.09535, 7.33358, -1.75572)
Cl (4.29116, 4.74917, -1.19273)
H (5.31844, 6.84960, -1.20793)
C (3.14920, 2.75493, 3.12051)
Cl (1.83921, 3.86653, 3.51088)
Cl (3.35704, 2.59033, 1.37747)
Cl (4.65601, 3.26666, 3.88949)
H (2.88386, 1.78170, 3.51379)
C (-1.06516, -7.03598, 4.66472)
Cl (-0.35184, -8.65161, 4.76382)
Cl (-0.05827, -5.86113, 5.51666)
Cl (-1.29096, -6.54413, 2.99184)
H (-2.03455, -7.06648, 5.14381)
C (3.08783, 2.88449, 9.92008)
Cl (1.66858, 3.86369, 10.29200)
Cl (3.31030, 2.78646, 8.17526)
Cl (4.53259, 3.52976, 10.70388)
H (2.91659, 1.88610, 10.29832)
C (-4.42821, 5.13134, 2.17789)
Cl (-4.30568, 5.86807, 3.78047)
Cl (-2.82454, 4.76727, 1.54313)
Cl (-5.43230, 3.68114, 2.23024)
H (-4.90112, 5.84195, 1.51685)
C (4.97006, -1.81019, -1.06227)
Cl (4.30361, -0.26552, -0.51695)
Cl (4.40974, -3.13138, -0.04127)
Cl (4.54132, -2.10059, -2.75077)
H (6.04944, -1.75787, -0.99688)
C (1.11447, -0.69198, 11.32276)
Cl (-0.28165, 0.29387, 11.75368)
Cl (1.32004, -0.75808, 9.57338)
Cl (2.57649, -0.07793, 12.10730)
H (0.94261, -1.69802, 11.68133)
C (-6.19471, -6.48719, -1.20454)
Cl (-6.54437, -7.72197, 0.00963)
Cl (-7.05129, -6.83089, -2.70981)
Cl (-6.61121, -4.88453, -0.59799)
H (-5.12790, -6.50074, -1.40546)
C (-8.48909, -3.17338, 2.14410)
Cl (-8.14873, -1.80542, 1.08658)
Cl (-7.06084, -3.64867, 3.06289)
Cl (-9.83640, -2.80103, 3.22845)
H (-8.77965, -4.01030, 1.52217)
C (-2.55620, 0.25686, -7.71867)
Cl (-3.57104, 1.27944, -8.74911)
Cl (-0.85998, 0.73375, -7.85093)
Cl (-3.08975, 0.30988, -6.04798)
H (-2.64591, -0.76239, -8.06970)
C (8.73529, 7.16222, -4.59740)
Cl (9.08647, 8.55694, -5.62051)
Cl (10.06589, 6.01124, -4.62537)
Cl (8.36975, 7.66340, -2.94941)
H (7.85879, 6.66545, -4.99361)
C (4.28878, 0.27407, -7.18613)
Cl (4.87470, 1.89409, -7.59419)
Cl (5.64978, -0.83415, -6.95625)
Cl (3.26414, 0.32214, -5.74568)
H (3.70157, -0.08722, -8.02045)
C (-4.31981, 7.51428, -1.19725)
Cl (-4.25151, 8.29890, 0.38542)
Cl (-2.70149, 7.11356, -1.76500)
Cl (-5.33873, 6.07278, -1.14007)
H (-4.76172, 8.21012, -1.89748)
C (8.94629, -3.08215, -1.92498)
Cl (8.14335, -1.53018, -2.17520)
Cl (10.24782, -2.92967, -0.74245)
Cl (7.78111, -4.30344, -1.41996)
H (9.37922, -3.39201, -2.86657)
C (8.53341, 3.59936, -7.58082)
Cl (9.26088, 4.83073, -8.61587)
Cl (9.77531, 2.70642, -6.70335)
Cl (7.37844, 4.32509, -6.46466)
H (7.99540, 2.90107, -8.20918)
C (1.38957, -6.63644, 0.40058)
Cl (2.08067, -8.26011, 0.58483)
Cl (2.31890, -5.46007, 1.33814)
Cl (1.29694, -6.17262, -1.28130)
H (0.37751, -6.64852, 0.78942)
C (-0.83393, 5.54628, 7.15813)
Cl (0.47825, 4.41754, 7.48896)
Cl (-0.53745, 6.43835, 5.66226)
Cl (-2.38407, 4.70481, 7.08154)
H (-0.87845, 6.25943, 7.97041)

Atoms 1-3, force components in eV/Å:
0.58 0.28 0.62
-0.48 -0.32 -0.44
0.15 0.21 0.45

=====

> Look up the multiplicity of the first one.

1

=====

> electronic energy of number 1 (C23H32NO10)?

-1701.9497 hartree

=====

> Number 1 is which compound?

C23H32NO10